# 1
{"formula": "C13H10Si", "method": "ωB97M-V/def2-TZVPD", "homo_lumo_gap_ev": [8.0, 6.4], "total_energy_ha": -790.49484, "elements": ["C", "C", "C", "C", "C", "C", "C", "C", "C", "C", "C", "C", "C", "Si", "H", "H", "H", "H", "H", "H", "H", "H", "H", "H"], "positions_angstrom": [[3.2242, -2.7364, -0.7177], [5.9524, 0.8954, 1.1960], [1.2775, 2.3718, -0.9647], [3.3092, -1.5508, -0.5889], [4.8500, 0.7464, 0.7104], [2.0839, 1.4652, -0.8342], [-0.5016, -1.4690, 0.2899], [-0.0981, -0.8888, 1.5144], [-1.5622, -0.9398, -0.4718], [-0.7643, 0.3442, 1.8865], [-2.1768, 0.2323, -0.1065], [-1.7562, 0.7960, 1.1428], [-3.2227, 0.8717, -0.8975], [3.3692, 0.2705, -0.2778], [2.9309, -3.7416, -0.7240], [6.9602, 1.0480, 1.5077], [0.4657, 2.9999, -0.7349], [-0.2934, -2.5305, 0.0131], [0.5895, -1.4117, 2.1651], [-2.1765, -1.3483, -1.2416], [-0.7308, 0.6448, 2.8914], [-3.6881, 0.0855, -1.4082], [-3.9179, 1.3547, -0.2496], [-2.7126, 1.5741, -1.4119]], "forces_ev_per_angstrom": [[-0.43, -0.40, 0.05], [-0.57, 0.02, -0.42], [0.97, -1.48, 0.55], [-0.01, 2.76, 0.26], [-0.47, -0.16, -0.70], [0.64, -0.24, 0.52], [-0.75, -1.43, 0.56], [-1.30, 0.63, -1.87], [-0.13, 1.20, 1.10], [1.15, -2.66, 0.68], [1.29, 1.12, 3.29], [-1.02, -0.22, -3.12], [-0.76, -1.46, 2.30], [0.18, -0.30, 0.07], [0.16, -0.81, -0.15], [-0.12, -0.01, 0.19], [-0.44, 0.59, -0.32], [0.66, 1.07, 0.45], [0.07, 0.23, 0.02], [0.76, -1.33, -0.93], [0.74, 0.74, 1.27], [-0.95, -0.55, -1.56], [-0.68, 0.40, 0.36], [0.98, 2.33, -2.57]], "mulliken_charge": [0.385, 0.538, 0.327, -0.602, -0.714, -0.512, -0.299, -0.509, -0.569, -0.436, 1.151, -0.549, -1.415, -0.625, 0.408, 0.375, 0.408, 0.314, 0.444, 0.303, 0.450, 0.469, 0.349, 0.309]}

# 2
{"formula": "C22H43Cl8N2O2S", "method": "ωB97M-V/def2-TZVPD", "charge": 1, "homo_lumo_gap_ev": 8.7, "total_energy_ha": -5203.46195, "elements": ["C", "C", "C", "C", "C", "C", "C", "C", "C", "C", "C", "C", "O", "C", "C", "O", "C", "C", "N", "C", "N", "C", "S", "H", "H", "H", "H", "H", "H", "H", "H", "H", "H", "H", "H", "H", "H", "H", "H", "H", "H", "H", "H", "H", "H", "H", "H", "H", "H", "H", "H", "H", "H", "H", "H", "H", "H", "H", "C", "Cl", "Cl", "H", "H", "C", "Cl", "Cl", "H", "H", "C", "Cl", "Cl", "H", "H", "C", "Cl", "Cl", "H", "H"], "positions_angstrom": [[-1.6006, 2.5857, 4.2222], [-2.1056, 1.7699, 2.9988], [-2.0737, 0.2683, 3.4063], [-1.6881, -0.6904, 2.2514], [-1.1330, -2.0016, 2.8345], [-0.6241, -2.9886, 1.7531], [0.7531, -3.5995, 2.1217], [1.7959, -3.4364, 0.9680], [3.2232, -3.1446, 1.4889], [3.6615, -1.6781, 1.3372], [4.2175, -1.3260, -0.0766], [3.1356, -0.7186, -0.9929], [2.4943, -1.7175, -1.7685], [3.2968, -2.1969, -2.8244], [3.5328, -1.0932, -3.8458], [4.4678, -1.5614, -4.7721], [4.1340, -1.2426, -6.1361], [3.2290, -2.3166, -6.7729], [4.1531, 0.1111, -3.2040], [3.6035, 0.4823, -1.8512], [4.6185, 1.3103, -1.2088], [4.2153, 2.1420, -0.3988], [3.8357, 3.0876, 0.7935], [-1.9377, 2.0569, 5.1161], [-1.9557, 3.6137, 4.2179], [-0.5085, 2.5390, 4.2585], [-3.1367, 2.1066, 2.8462], [-1.4960, 1.9721, 2.1183], [-1.2799, 0.1732, 4.1544], [-3.0204, -0.0939, 3.8214], [-2.5919, -0.8789, 1.6636], [-0.9591, -0.2116, 1.5878], [-0.3620, -1.7464, 3.5615], [-1.9679, -2.4824, 3.3513], [-0.6111, -2.5303, 0.7625], [-1.3321, -3.8191, 1.6982], [1.1880, -3.1048, 2.9921], [0.6636, -4.6658, 2.3296], [1.8362, -4.3623, 0.3915], [1.4484, -2.6109, 0.3481], [3.9417, -3.7793, 0.9599], [3.3045, -3.4414, 2.5379], [4.4994, -1.5423, 2.0275], [2.8791, -0.9812, 1.6500], [4.6171, -2.2592, -0.4767], [5.0664, -0.6607, 0.0824], [2.3556, -0.3190, -0.3428], [4.2755, -2.5638, -2.4961], [2.7567, -2.9996, -3.3196], [2.6059, -0.8358, -4.3624], [3.7122, -0.2399, -6.2401], [5.0781, -1.2508, -6.6805], [3.1104, -3.1689, -6.1040], [2.2523, -1.9057, -7.0194], [3.6561, -2.6602, -7.7138], [5.1737, 0.0222, -3.1699], [3.9665, 0.9028, -3.8230], [2.7257, 1.1035, -2.0472], [-5.9365, 0.7205, 5.6323], [-5.3788, 1.2300, 4.0303], [-4.5906, 0.5334, 6.7592], [-6.6144, 1.4731, 6.0172], [-6.4455, -0.2307, 5.5331], [1.4685, 1.1517, -8.7861], [3.1499, 0.6044, -8.8860], [0.5411, 0.2530, -7.5754], [1.4602, 2.1988, -8.5088], [1.0036, 1.0157, -9.7552], [-7.7454, 3.0565, 2.0113], [-8.9939, 1.9093, 1.5169], [-7.3882, 4.2278, 0.7319], [-8.0904, 3.5934, 2.8881], [-6.8414, 2.5085, 2.2406], [-7.7149, 6.9426, 3.2811], [-9.2576, 7.0845, 4.1296], [-6.5254, 6.0356, 4.2278], [-7.8793, 6.4219, 2.3452], [-7.3241, 7.9366, 3.0989]], "forces_ev_per_angstrom": [[0.11, -0.70, -0.51], [-0.49, -0.11, 1.53], [0.75, 0.06, -1.28], [-0.29, 0.15, 0.71], [-0.73, 0.17, -1.07], [0.13, -0.54, 1.07], [0.47, 0.36, -1.18], [0.06, -0.21, 0.91], [-0.33, 0.09, -0.30], [0.79, -0.53, 0.03], [-0.43, -0.05, 0.82], [0.94, -0.61, 0.43], [-0.07, 0.34, -0.34], [0.05, 0.63, 0.08], [0.54, -1.81, -0.93], [-0.41, 0.66, 0.31], [0.30, -0.83, -0.94], [-0.10, 0.51, 0.05], [-0.47, 0.61, 0.13], [-0.28, 0.50, 0.23], [-1.05, 0.22, -0.24], [0.46, 0.28, 1.43], [0.22, -0.59, -1.20], [-0.20, 0.38, 0.11], [0.14, 0.05, 0.08], [-0.02, 0.27, 0.01], [0.21, -0.19, -0.50], [-0.12, -0.06, -0.09], [-0.21, -0.09, 0.17], [0.26, 0.37, 0.19], [0.16, -0.12, -0.20], [0.07, -0.07, 0.06], [0.08, -0.16, 0.00], [0.22, 0.06, 0.35], [0.13, 0.12, 0.06], [-0.09, 0.15, -0.21], [-0.28, -0.05, 0.15], [-0.02, 0.08, 0.29], [-0.24, 0.21, -0.29], [0.15, -0.16, -0.29], [0.07, 0.12, 0.02], [-0.09, 0.06, -0.02], [-0.11, 0.17, 0.03], [-0.05, -0.03, -0.04], [0.00, 0.14, -0.28], [-0.12, 0.14, -0.29], [-0.02, 0.12, -0.13], [-0.08, -0.09, 0.07], [0.02, -0.03, 0.04], [-0.08, 0.46, 0.38], [-0.04, 0.00, 0.26], [0.09, 0.17, 0.27], [0.07, 0.00, -0.04], [-0.11, -0.11, 0.12], [0.04, -0.09, 0.09], [-0.04, -0.38, 0.11], [0.27, 0.07, 0.01], [-0.04, -0.23, -0.25], [-0.11, -0.03, 0.10], [-0.15, -0.01, 0.06], [-0.03, -0.01, 0.00], [0.07, 0.06, -0.01], [0.07, -0.03, -0.04], [-0.03, 0.12, -0.06], [-0.05, 0.07, -0.05], [-0.01, 0.03, 0.01], [0.06, -0.02, 0.04], [0.01, -0.12, 0.02], [-0.03, -0.01, 0.07], [0.02, -0.02, 0.05], [0.04, 0.04, -0.01], [-0.04, 0.04, -0.05], [-0.03, 0.02, -0.09], [-0.05, 0.07, -0.07], [0.00, 0.00, -0.03], [0.05, -0.06, -0.05], [0.00, -0.06, 0.04], [0.01, 0.01, 0.10]], "mulliken_charge": [-1.301, -0.001, -0.410, -0.595, -0.685, -0.775, -0.969, -0.075, -1.093, -0.832, -0.612, 0.005, -0.398, -0.749, -0.103, -0.452, -0.103, -1.005, -0.076, -0.495, -0.614, 0.429, -0.261, 0.285, 0.390, 0.341, 0.000, 0.339, 0.357, 0.113, 0.227, 0.283, 0.404, 0.159, 0.471, 0.439, 0.459, 0.381, 0.357, -0.133, 0.462, 0.456, 0.423, 0.404, 0.179, 0.528, 0.711, 0.333, 0.363, 0.441, 0.236, 0.290, 0.356, 0.205, 0.332, 0.455, 0.501, 0.579, -0.376, -0.088, -0.151, 0.312, 0.303, -0.280, -0.130, -0.147, 0.278, 0.312, 0.374, -0.164, -0.181, 0.184, -0.206, -0.073, -0.150, -0.137, 0.053, 0.308]}

# 3
{"formula": "C4H7NO", "method": "ωB97M-V/def2-TZVPD", "homo_lumo_gap_ev": 9.2, "total_energy_ha": -286.50524, "elements": ["C", "C", "C", "O", "C", "N", "H", "H", "H", "H", "H", "H", "H"], "positions_angstrom": [[0.0826, -1.0597, -1.4074], [-0.3779, -0.0488, -0.4051], [-0.3034, -0.2986, 0.9015], [-0.1776, -1.5872, 1.3265], [1.0918, 2.2357, -0.3329], [0.3726, 2.5887, 0.5390], [0.2461, -0.5849, -2.3786], [1.0424, -1.4693, -1.0716], [-0.6168, -1.8895, -1.5210], [-0.7428, 0.8992, -0.7700], [-0.3827, 2.3709, 1.1639], [-0.2504, 0.4533, 1.6884], [0.0160, -1.6096, 2.2672]], "forces_ev_per_angstrom": [[-0.08, -0.18, -0.14], [-0.11, -0.23, 0.17], [-0.18, 0.14, -0.28], [0.41, -0.24, 0.21], [-0.48, 0.89, 1.05], [0.80, -0.20, -0.85], [-0.11, -0.12, 0.12], [-0.21, -0.07, -0.11], [0.03, -0.05, -0.12], [0.29, -0.10, 0.14], [0.09, 0.34, -0.04], [-0.53, -0.17, -0.13], [0.08, -0.01, -0.01]], "mulliken_charge": [-1.116, -0.039, -0.256, -0.456, 0.002, -0.292, 0.337, 0.270, 0.303, 0.536, 0.327, 0.038, 0.347]}

Molecular weight in g mol⁻¹, matching the order above: 194.31; 683.29; 85.11
Max |F| in hartree/bohr, matching the order above: 0.0721; 0.0410; 0.0283